# 1
ORCA calculation (ωB97M-V/def2-TZVPD) on a cluster of 2 separate species, C17H20N in total.

Its total energy is -19435.7288 eV. Its net charge is +1. The calculation puts the gap between HOMO and LUMO at 6.10 eV. Its relative energy (zero: lowest compared OMol25 entry of this formula, charge and spin) is 42.52 kcal/mol. Its HOMO energy is -0.432 Ha. For the maximum force, the calculation gives 1.329 eV Å⁻¹.

Last column: Mulliken charge in e.
Atoms and positions in Å:
C: -1.20930 -1.59791 -3.30456  -0.957
N: -0.52313 -1.18974 -2.06898  -0.296
C: 0.66797 -0.74971 -2.12809  -0.677
C: 1.59609 -0.74310 -0.99557  0.879
C: 2.74515 0.06945 -1.03122  -0.464
C: 3.60284 0.08104 0.06223  -0.612
C: 3.32318 -0.72988 1.17525  -0.490
C: 2.18809 -1.55568 1.19785  -0.530
C: 1.32155 -1.56770 0.10772  -0.331
H: -1.97813 -2.32496 -3.02618  0.320
H: -1.69542 -0.72394 -3.76815  0.293
H: -0.52479 -2.06174 -4.03737  0.403
H: 1.08803 -0.30021 -3.05427  0.380
H: 2.91184 0.67603 -1.92408  0.383
H: 4.48753 0.72141 0.04632  0.411
H: 4.00081 -0.71752 2.03004  0.408
H: 1.97245 -2.18094 2.06638  0.469
H: 0.41631 -2.17918 0.09252  0.450
C: -2.08597 1.29836 -1.30062  -1.412
C: -1.19609 1.60354 -0.16353  1.318
C: -0.54173 2.93408 -0.16136  -1.384
C: -1.16357 0.77034 0.97502  0.910
C: -0.21863 0.97398 2.03371  -0.315
C: -0.19812 0.15071 3.14893  -0.911
C: -1.10357 -0.91220 3.26435  -0.264
C: -2.04222 -1.13849 2.24828  -0.829
C: -2.08051 -0.31866 1.13063  -0.070
H: -2.12367 0.22551 -1.52855  0.214
H: -3.11619 1.63895 -1.09905  0.422
H: -1.74141 1.81032 -2.20863  0.419
H: 0.30142 3.01443 0.52834  0.391
H: -0.18374 3.18990 -1.16489  0.384
H: -1.27202 3.70459 0.13550  0.355
H: 0.50667 1.79014 1.96296  0.132
H: 0.54623 0.33571 3.92765  0.407
H: -1.07417 -1.56033 4.14042  0.441
H: -2.75834 -1.95858 2.32609  0.414
H: -2.84544 -0.47801 0.36490  0.340



# 2
ORCA calculation (ωB97M-V/def2-TZVPD) on a cluster of 2 separate species, C3H9NO2S in total.

Its total energy is -19677.7028 eV. As for the structure (SMILES): NC(=O)CCS.O. The calculation puts the gap between HOMO and LUMO at 10.03 eV. Its relative energy (zero: lowest compared OMol25 entry of this formula, charge and spin) is 16.38 kcal/mol. Its HOMO energy is -0.348 Ha. For the maximum force, the calculation gives 1.401 eV Å⁻¹.

Last column: Mulliken charge in e.
Atoms and positions in Å:
N: -1.93522 -1.00635 0.50776  -0.413
C: -0.80909 -0.79606 -0.24571  0.494
O: -0.64904 -1.43386 -1.26558  -0.620
C: 0.10275 0.22745 0.36583  -0.506
C: 1.21260 -0.40395 1.20653  -0.548
S: 2.05701 0.84566 2.23375  -0.216
H: -2.27259 -0.36530 1.21298  0.200
H: -2.61170 -1.63843 0.12097  0.238
H: -0.44063 0.96035 0.94609  0.371
H: 0.60097 0.81089 -0.38969  0.190
H: 0.77718 -1.12147 1.90855  0.347
H: 1.89018 -1.02660 0.61848  0.369
H: 1.99023 1.79209 1.28786  0.105
O: -0.23731 1.15148 -3.04954  -0.639
H: -0.01160 0.23032 -2.86219  0.336
H: 0.33625 1.77378 -2.59608  0.294



# 3
ORCA calculation (ωB97M-V/def2-TZVPD) on a structure of composition C10H11N3O2S.

Its total energy is -29937.6788 eV. The calculation puts the gap between HOMO and LUMO at 8.77 eV. Its HOMO energy is -0.302 Ha. For the maximum force, the calculation gives 16.197 eV Å⁻¹.

Last column: Mulliken charge in e.
Atoms and positions in Å:
C: 4.55571 0.50906 -0.83272  -1.342
C: 3.30161 0.23984 -0.34215  0.602
C: 2.39591 1.37006 -0.17668  -0.759
C: 1.04369 0.99973 0.36492  -0.428
C: 0.65318 -0.43162 0.61564  0.681
C: 1.47900 -1.37808 0.62660  -0.313
C: 2.68840 -1.16671 0.19817  -0.766
H: 3.45118 -1.83303 -0.23826  0.278
H: 1.20185 -2.27327 0.75213  0.683
C: -0.69606 -0.58854 1.27487  -1.375
H: -0.82006 -1.13400 2.04703  0.748
H: -1.36326 0.44000 1.52987  0.345
S: -1.72067 -1.34551 -0.22331  1.020
O: -1.07988 -0.85745 -1.33826  -0.546
O: -2.24044 -2.50578 0.03309  -0.521
C: -3.26226 -0.12973 0.02836  0.381
N: -3.33934 0.79812 0.71051  -0.371
C: -4.63218 1.35324 0.36709  -0.134
N: -5.05460 0.78840 -0.71230  -0.725
N: -4.29266 -0.22965 -0.77352  0.196
H: -4.47105 -1.00369 -1.66684  0.335
H: -5.17423 2.36658 0.87104  0.283
H: 0.28077 1.95744 0.57909  0.126
H: 2.43966 2.33656 -0.26274  0.523
H: 4.73719 -0.05473 -1.92765  0.276
H: 5.34819 0.45418 -0.14961  0.280
H: 4.57034 1.31859 -1.35440  0.523



# 4
ORCA calculation (ωB97M-V/def2-TZVPD) on the molecule C20H27ClN2O3S.

Its total energy is -53659.1132 eV. As for the structure (SMILES): O=C(NCCC1=CCCCC1)c1ccc(Cl)c(S(=O)(=O)N2CCCCC2)c1. The calculation puts the gap between HOMO and LUMO at 9.34 eV. Its relative energy (zero: lowest compared OMol25 entry of this formula, charge and spin) is 2.56 kcal/mol. Its HOMO energy is -0.338 Ha. For the maximum force, the calculation gives 1.049 eV Å⁻¹.

Last column: Mulliken charge in e.
Atoms and positions in Å:
O: -1.14846 -4.14971 -0.23441  -0.705
C: -0.79736 -3.09616 0.26246  0.198
N: -1.64636 -2.27338 0.91071  0.004
C: -3.06148 -2.54046 1.01197  -0.970
C: -3.86881 -1.71115 0.00061  -1.381
C: -3.55705 -0.23979 0.11992  0.594
C: -3.93413 0.46839 1.17645  -0.270
C: -3.60148 1.91256 1.39165  -0.939
C: -2.49182 2.37711 0.45296  -0.018
C: -2.78991 1.88963 -0.95982  -1.121
C: -2.75385 0.36472 -0.99931  -0.190
C: 0.63379 -2.64758 0.19756  0.511
C: 1.49454 -3.39956 -0.60340  -0.659
C: 2.83496 -3.08885 -0.70078  -0.657
C: 3.34446 -2.00109 0.00302  0.371
Cl: 5.01730 -1.63410 -0.10060  -0.121
C: 2.49752 -1.23896 0.79241  -0.574
S: 3.03089 0.20812 1.74593  1.164
O: 2.01332 0.41174 2.73542  -0.743
O: 4.38395 0.03572 2.16905  -0.667
N: 2.97569 1.51303 0.74015  0.205
C: 4.02854 1.73212 -0.22165  -0.984
C: 3.64387 1.25693 -1.62451  -0.185
C: 2.31251 1.87890 -2.04011  -1.162
C: 1.23983 1.53522 -1.00882  0.846
C: 1.68281 2.03150 0.36801  -1.230
C: 1.15791 -1.56633 0.89597  -0.122
H: -1.33877 -1.37260 1.23683  0.191
H: -3.20292 -3.60550 0.81752  0.494
H: -3.38523 -2.30858 2.02983  0.427
H: -3.63039 -2.06090 -1.00441  0.351
H: -4.92933 -1.89205 0.18436  0.467
H: -4.53249 0.00550 1.95040  0.401
H: -3.30526 2.06618 2.43258  0.438
H: -4.50316 2.51185 1.22514  0.323
H: -2.41451 3.46552 0.47451  0.380
H: -1.53474 1.96685 0.78388  -0.255
H: -2.06993 2.29914 -1.67155  0.422
H: -3.78321 2.23481 -1.25342  0.406
H: -3.14639 0.00981 -1.95589  0.374
H: -1.71753 0.01362 -0.93144  0.033
H: 1.08129 -4.24421 -1.13430  0.498
H: 3.49854 -3.68100 -1.31021  0.477
H: 4.91092 1.21339 0.15222  0.449
H: 4.24271 2.80735 -0.24519  0.385
H: 4.43142 1.53871 -2.32444  0.384
H: 3.55301 0.16975 -1.63857  0.066
H: 2.01908 1.51198 -3.02521  0.443
H: 2.41979 2.96435 -2.10128  0.382
H: 0.29235 2.00549 -1.27388  -0.129
H: 1.09314 0.45239 -0.98295  -0.132
H: 0.98987 1.73270 1.15451  0.538
H: 1.74550 3.12606 0.35894  0.372
H: 0.57505 -0.95916 1.57115  0.619



# 5
ORCA calculation (ωB97M-V/def2-TZVPD) on a cluster of 2 separate species, C6H14N2O2 in total.

Its total energy is -13523.7340 eV. As for the structure (SMILES): CNC(C)=O.CNC(C)=O. The calculation puts the gap between HOMO and LUMO at 9.46 eV. Its relative energy (zero: lowest compared OMol25 entry of this formula, charge and spin) is 43.59 kcal/mol. Its HOMO energy is -0.324 Ha. For the maximum force, the calculation gives 5.230 eV Å⁻¹.

Last column: Mulliken charge in e.
Atoms and positions in Å:
C: 0.18353 1.92622 2.35316  -0.588
N: -1.21988 2.16157 1.85994  -0.179
C: -1.55925 1.27774 0.84628  0.546
C: -3.07442 1.20092 0.63547  -1.101
O: -0.79512 0.69717 0.11735  -0.540
H: 0.00724 1.94708 3.44839  0.311
H: 0.64440 1.02614 1.95997  0.096
H: 0.73259 2.77497 1.89339  0.250
H: -1.78900 2.82671 2.29506  0.204
H: -3.16368 0.76865 -0.36571  0.292
H: -3.54856 0.62396 1.39782  0.298
H: -3.46430 2.18618 0.31341  0.358
C: 0.04337 -2.43699 -2.24630  -0.964
N: 0.48716 -1.26626 -1.56405  -0.073
C: 1.66452 -1.32075 -0.82755  0.773
C: 2.33413 -0.05280 -0.45005  -0.946
O: 2.17597 -2.42911 -0.71888  -0.663
H: -0.90456 -2.76691 -1.79464  0.300
H: -0.23079 -2.39834 -3.30280  0.313
H: 0.79267 -3.21515 -2.18178  0.318
H: -0.03826 -0.42262 -1.75291  0.213
H: 2.36784 0.05329 0.65474  0.176
H: 3.40002 -0.31748 -0.62110  0.392
H: 2.07493 0.83449 -1.11070  0.214